Formula: CH9NO3
Source: the OMol25 dataset
Level of theory: the ωB97M-V functional and the def2-TZVPD basis

Geometry as ORCA input:
```
! wB97M-V def2-TZVPD RIJCOSX def2/J DEFGRID3
* xyz 0 1
C -0.649 -0.345 2.574
N -0.599 -0.321 1.309
H -0.224 -1.204 3.097
H -0.989 0.478 3.197
H -0.949 0.596 1.013
H 0.395 1.672 -0.282
H -0.726 2.051 -1.313
O -0.398 2.183 -0.395
H -0.258 -2.260 -1.245
H 0.150 -1.452 0.015
O 0.479 -1.772 -0.863
H 0.962 -0.378 -1.857
H 1.568 0.252 -3.070
O 1.236 0.501 -2.179
*
```

Output
**SMILES**: C=N.O.O.O
**E_HOMO**: -10.83 eV
**Orbital gap**: 11.73 eV